Entry 1:
The following is a quantum chemistry calculation of one molecule with the formula C3H5O2P, from the Open Molecules 2025 dataset.

Calculated values
- M: 104.045 g mol⁻¹
- Kohn-Sham gap: 9.6441 eV
- HOMO energy: -9.00 eV
- Energy above the lowest of the compared OMol25 structures with the same formula, charge and spin: 63.4 kcal/mol

Geometry as ORCA input:
```
! RIJCOSX wB97M-V def2-TZVPD def2/J DEFGRID3
* xyz 0 1
H -0.17 -1.23 1.20
O 0.51 -1.27 -1.38
H 2.25 -0.36 -0.30
P 0.13 0.17 -2.16
C -0.76 -0.24 1.08
H -1.80 -0.35 0.73
H 0.28 1.56 0.66
C 1.22 -0.29 -0.71
H -0.66 0.37 1.92
C 0.01 0.61 0.05
O -0.99 1.02 -1.08
*
```

Entry 2:
The following is a quantum chemistry calculation of C20H18N3O5RuS3 as an isolated structure, from the Open Molecules 2025 dataset.

Calculated values
- M: 577.651 g mol⁻¹
- Kohn-Sham gap (alpha / beta): 5.7014 / 5.6115 eV
- HOMO energy (alpha / beta): -13.02 / -13.04 eV
- Energy above the lowest of the compared OMol25 structures with the same formula, charge and spin: 46.3 kcal/mol
- <S²>: 1.196

Geometry as ORCA input:
```
! RIJCOSX wB97M-V def2-TZVPD def2/J DEFGRID3
* xyz 2 2
C -2.14 -0.91 -0.78
H -1.71 1.81 4.00
C -0.85 2.64 1.80
H 0.44 -3.01 -0.84
H -1.95 3.64 3.38
C 3.64 -3.99 1.24
H 4.52 -4.27 1.80
H -2.52 -3.14 1.73
C -0.90 5.04 0.51
H -4.62 -3.64 0.46
C 1.30 -3.30 -0.25
H 2.89 0.64 -2.15
H 1.09 -5.40 -0.53
H -5.04 -2.30 -1.64
C -1.87 -1.63 0.39
H -3.51 -0.71 -2.26
H 0.56 0.15 -3.70
H 0.91 5.05 -2.75
H 2.23 -0.12 -4.26
S 4.10 -1.25 1.62
O 1.98 0.32 -2.25
C -3.92 -2.88 0.12
N -0.26 2.73 0.60
C -2.75 -2.60 0.83
C 2.11 -2.30 0.34
N -3.30 -1.22 -1.42
C 3.28 -2.66 1.07
H -0.97 -1.41 0.94
H 1.65 1.54 -3.91
H 3.08 -5.99 0.78
C -0.29 3.91 -0.01
H -0.88 5.97 -0.04
S 2.73 1.38 0.74
O -1.27 1.04 3.61
O 0.42 5.11 -1.91
C 1.67 -4.60 -0.08
C 0.43 3.93 -1.32
N 1.89 -0.97 0.27
H -1.99 5.80 2.20
O 0.98 2.94 -1.76
C 2.83 -4.95 0.67
C 1.59 0.49 -3.63
C -0.72 1.28 2.43
C -4.17 -2.17 -1.01
C -1.48 3.72 2.41
Ru 0.73 0.90 -0.37
S -1.20 0.31 -1.54
C 2.88 -0.28 0.87
O -0.11 0.41 1.87
C -1.51 4.94 1.75
*
```

Entry 3:
The following is a quantum chemistry calculation of C27H31FN13O3SSiTi as an isolated structure, from the Open Molecules 2025 dataset.

Calculated values
- M: 712.651 g mol⁻¹
- Kohn-Sham gap (alpha / beta): 6.1039 / 6.6580 eV
- HOMO energy (alpha / beta): -4.06 / -4.71 eV
- Energy above the lowest of the compared OMol25 structures with the same formula, charge and spin: 21.6 kcal/mol
- <S²>: 2.020

Geometry as ORCA input:
```
! RIJCOSX wB97M-V def2-TZVPD def2/J DEFGRID3
* xyz -1 3
N 1.04 1.03 4.41
C 3.51 3.81 0.60
H 2.77 0.96 -1.33
H -0.64 -5.10 -0.11
H -5.19 0.15 3.57
N -4.88 -0.20 2.68
N 1.10 -6.90 1.10
H 2.74 1.92 1.20
N 0.65 1.36 2.21
C -2.92 2.55 -1.70
C 0.86 -4.46 1.85
C 1.02 -5.81 1.46
N -0.61 -4.10 0.01
N -2.06 2.41 -0.70
N 0.44 -1.01 -0.73
C 3.27 5.01 -0.05
H -1.87 -2.29 -5.37
H -0.92 2.10 -4.37
C -0.09 -1.34 -1.96
O -2.42 -1.94 0.15
C -2.57 2.45 -3.03
C 1.26 3.02 0.12
H 1.80 6.16 -1.12
C 2.77 -3.02 -0.84
H 1.91 -1.50 2.05
H 4.04 5.77 -0.11
H 0.71 1.84 -2.50
N -3.58 1.70 2.62
C -0.07 -2.40 -4.18
C 0.33 0.68 3.28
C -0.79 2.14 -0.99
C 0.17 2.02 0.14
O -0.18 -2.40 1.46
N -2.43 2.42 2.28
C 1.58 -3.99 2.99
N 2.18 -3.66 3.91
C -2.04 -1.26 -3.48
H 3.40 -3.03 -1.73
H -4.76 -1.21 2.66
N -2.86 -1.52 1.31
H -2.42 2.65 1.29
H 2.73 0.00 1.66
H 4.18 -0.09 -1.22
C 3.12 -0.06 -1.48
N -2.93 -0.13 1.36
H 1.90 1.52 4.22
H 3.03 -0.29 -2.55
H 3.59 -1.54 1.53
Si 2.14 -1.28 -0.43
C -3.75 0.42 2.22
C -1.39 -0.94 -2.32
C 0.56 -2.07 -2.99
H 1.95 -3.73 -1.00
C -1.24 2.20 -3.34
H 1.58 -2.38 -2.84
H 4.49 3.62 1.04
C 0.00 -3.61 1.12
H 1.09 0.30 5.10
C -0.34 2.06 -2.31
O -3.37 -2.31 2.16
H -1.41 -3.57 -0.31
H -3.32 2.55 -3.81
F -2.04 -0.13 -1.43
H -3.05 -0.90 -3.63
Ti -0.92 -0.72 0.83
H -2.35 3.23 2.88
C -1.38 -2.02 -4.44
H 0.07 4.45 -0.97
C 2.53 2.84 0.70
N -0.06 1.11 1.06
S -0.84 -0.55 3.42
C 2.63 -1.05 1.37
H 3.36 -3.40 -0.01
H 0.48 -2.98 -4.92
C 1.04 4.25 -0.53
H -4.43 2.20 2.80
H -3.95 2.76 -1.41
C 2.02 5.22 -0.61
*
```

Entry 4:
The following is a quantum chemistry calculation of C3H10N as an isolated structure, from the Open Molecules 2025 dataset.

Calculated values
- M: 60.120 g mol⁻¹
- Kohn-Sham gap: 9.2514 eV
- HOMO energy: -14.10 eV
- Energy above the lowest of the compared OMol25 structures with the same formula, charge and spin: 136.9 kcal/mol

Geometry as ORCA input:
```
! RIJCOSX wB97M-V def2-TZVPD def2/J DEFGRID3
* xyz 1 1
H -1.48 -0.79 -0.52
C 0.43 0.63 -0.35
H 0.93 -1.81 0.98
H -1.24 1.86 -0.06
H 0.50 0.54 -1.38
H 0.83 -2.06 -0.82
H 0.52 2.79 -0.03
N -0.56 -0.76 -0.06
H 1.34 0.33 0.01
C 0.29 -1.84 0.09
C -0.13 1.92 0.21
H -0.27 0.84 1.01
H -0.24 2.03 1.34
H -0.50 -2.63 0.18
*
```